Entry from the OMol25 dataset: C27H35ClN4P2Pt as an isolated structure at a distorted geometry (wB97M-V/def2-TZVPD).

XYZ file:
```
70
Properties=species:S:1:pos:R:3:forces:R:3:lowdin_spin:R:1
Pt 0.5205 -0.5094 -1.1847 -0.3 -0.9 1.6 0.590
C 1.8189 0.1482 -2.5968 1.5 0.7 0.7 0.161
C 1.2933 1.2997 -1.8944 1.1 0.0 -0.6 0.209
C 0.2525 2.1672 -2.4953 -0.4 0.5 -0.4 0.040
C -0.9556 1.3770 -3.0600 0.2 1.2 0.1 0.029
C -1.1623 0.0674 -2.3842 -1.8 -0.8 0.4 0.200
C -0.6191 -1.2152 -2.7503 -1.1 -0.2 -1.1 0.194
C 0.2715 -1.3613 -3.9484 0.4 0.0 -0.5 0.040
C 1.4159 -0.2940 -3.9575 0.1 -0.9 -1.1 0.023
C -1.0023 -1.7320 0.8155 0.4 0.7 0.7 0.091
H 2.8381 -0.1551 -2.3194 -0.3 0.3 -0.2 0.032
H 1.9453 1.7740 -1.1558 0.0 0.0 -0.3 0.018
H 0.6818 2.8076 -3.2749 0.0 0.0 0.1 0.012
H -0.0855 2.8489 -1.7072 -0.1 0.1 -0.2 0.001
H -1.8349 2.0007 -2.8252 0.2 -0.3 -0.5 0.001
H -0.8960 1.2536 -4.1490 0.0 0.1 0.2 0.005
H -2.1735 -0.0035 -1.9502 0.7 0.0 -0.2 0.020
H -1.3197 -2.0455 -2.5522 0.6 0.3 -0.1 0.021
H -0.3213 -1.3375 -4.8891 0.3 0.0 0.5 0.010
H 0.7336 -2.3557 -3.8855 -0.1 0.2 -0.2 0.004
H 2.3024 -0.8128 -4.3718 -0.5 0.5 -0.2 0.002
H 1.2058 0.5888 -4.5724 -0.1 -0.3 -0.1 0.002
H -0.4036 -1.7872 -0.1263 0.2 -0.8 0.1 0.060
H -1.5919 -2.6472 0.8677 -0.1 0.3 0.1 0.003
H -0.3583 -1.6588 1.6975 0.1 -0.2 -0.3 0.002
P -1.9691 -0.2347 0.7637 -2.3 -2.2 -0.8 0.064
P 1.9592 0.1071 1.0409 2.0 0.5 1.4 0.315
N -3.3549 -0.8910 -0.2936 0.9 1.0 1.4 0.007
N -2.6871 -0.1290 2.2556 0.2 0.1 0.3 0.007
N 3.7776 0.1364 0.1720 0.6 0.3 -0.3 0.157
N 2.5187 0.6238 2.6719 -0.6 -0.2 -0.6 0.021
C -1.0898 1.4024 0.7309 -0.7 0.5 -1.3 0.078
C 0.3375 1.5156 1.2281 -0.4 0.4 0.9 0.387
C -3.3918 -2.1466 -0.9148 -0.6 0.0 -0.8 0.002
C -4.5669 -2.2663 -1.6504 1.4 0.9 1.1 0.002
C -5.3063 -1.0596 -1.4539 1.0 0.4 0.8 0.003
C -4.5688 -0.2561 -0.5859 -0.4 -0.5 -1.1 -0.001
C -2.9826 -1.2706 3.0251 -0.6 0.5 0.0 0.001
C -4.1766 -1.0465 3.6511 0.4 0.0 -0.4 0.000
C -4.6561 0.2512 3.2649 0.6 0.3 -0.8 0.000
C -3.7398 0.8006 2.4017 -0.4 -0.5 0.9 0.002
C 4.1946 -0.9195 -0.6374 -0.3 1.0 1.2 0.360
C 5.5344 -0.7378 -1.0258 0.7 1.8 0.6 0.110
C 5.9345 0.5155 -0.5014 0.6 -1.8 -1.3 0.138
C 4.8340 1.0298 0.2044 -1.5 -0.5 0.4 0.344
C 3.3480 1.6722 3.0558 0.2 -0.3 1.0 0.002
C 3.5439 1.6114 4.4322 -0.6 -0.3 -1.4 0.005
C 2.7558 0.5235 4.9234 -0.5 0.1 -1.2 0.001
C 2.0742 -0.0111 3.8472 1.0 0.2 0.1 0.006
H -1.6856 2.0543 1.3763 -0.1 -0.1 0.1 0.014
H -1.1972 1.8048 -0.2863 0.1 -0.2 0.3 0.006
H 0.8534 2.3678 0.7545 -0.1 -0.4 -0.1 0.007
H 0.3882 1.6669 2.3128 -0.1 -0.3 -0.2 0.019
H -2.6174 -2.8758 -0.7664 0.0 0.0 -0.2 0.000
H -4.8233 -3.1195 -2.2476 -0.2 -0.2 0.0 0.000
H -6.2612 -0.8273 -1.9058 0.1 0.1 0.3 0.000
H -4.8202 0.6965 -0.1596 0.0 0.1 0.0 0.000
H -2.2610 -2.0789 3.0656 -0.4 0.1 0.1 0.001
H -4.6814 -1.7395 4.3022 0.1 0.0 0.2 0.000
H -5.5822 0.7179 3.5571 0.0 0.0 0.1 0.000
H -3.6717 1.7728 1.9240 -0.3 -0.3 0.1 0.001
H 3.5312 -1.7333 -0.8508 -0.2 -0.2 -0.1 0.022
H 6.1019 -1.4507 -1.6023 0.1 0.1 0.0 0.001
H 6.9074 1.0008 -0.6231 -0.5 -0.2 0.1 0.003
H 4.7466 1.9800 0.7122 0.1 -0.2 -0.1 0.013
H 3.7084 2.3772 2.3316 0.1 0.1 0.1 0.000
H 4.1660 2.2754 5.0004 0.1 0.1 0.1 0.000
H 2.7028 0.1599 5.9314 -0.1 0.1 0.2 0.000
H 1.3701 -0.8177 3.7703 0.1 -0.2 0.2 0.001
Cl 2.2468 -1.8702 1.4677 -0.6 -0.6 0.2 0.134
```
Forces are in eV/Å.

Output
E_LUMO (alpha / beta) = -6.65 / -8.93 eV
Total charge = +2
Strongest force on any atom = 3.255 eV/A
Energy relative to the best compared isomer or geometry (same formula, charge and spin) = 1.9465 eV
HOMO (alpha / beta) = -11.3 / -13.5 eV
Spin multiplicity = 5
Frontier orbital gap (alpha / beta) = 4.7 / 4.6 eV

---

Entry from the OMol25 dataset: a 10-piece molecular cluster, C24H45F7N20O9S overall at a distorted geometry (wB97M-V/def2-TZVPD).

XYZ file:
```
106
Properties=species:S:1:pos:R:3:forces:R:3:lowdin_charge:R:1
N 3.9387 7.2019 3.9026 0.1 -1.7 -0.5 0.052
C 3.5426 6.5289 2.6768 0.6 -0.3 -1.2 -0.285
C 4.4944 6.6049 1.5559 -2.4 -1.5 -1.0 -0.027
C 4.1419 5.9467 0.2957 -1.4 -0.2 1.8 -0.071
C 2.8923 5.2046 0.1950 0.1 0.7 1.3 -0.017
C 1.9423 5.1081 1.3161 3.0 2.0 -1.0 -0.202
C 2.2806 5.8055 2.5603 0.0 -0.4 -1.7 -0.352
S 1.0599 5.7179 3.9262 -0.1 0.3 -1.1 0.959
C -0.5072 5.6274 2.9781 -0.6 -0.2 -1.1 -0.408
C -1.7586 6.2355 3.4753 -0.1 -1.5 -2.4 -0.071
C -2.9723 6.0688 2.6604 0.7 -0.3 -0.5 -0.080
C -2.9745 5.3269 1.3898 2.8 0.3 1.6 -0.048
C -1.7059 4.7858 0.9272 0.0 0.3 0.9 0.011
C -0.4555 4.9209 1.7021 -3.6 1.0 0.0 -0.201
N 0.7291 4.3193 1.0966 1.1 -0.1 2.3 0.047
C 0.9794 2.9554 1.5945 0.8 0.2 0.5 -0.347
F 0.2850 2.7127 2.7723 0.6 -0.3 -1.6 0.102
F 2.3261 2.7717 1.9031 -1.8 0.0 -0.3 0.100
C 0.6597 1.8412 0.4932 -0.1 -0.7 -0.4 -0.248
F 1.8088 1.4712 -0.1942 -1.2 0.7 0.9 0.100
F -0.2303 2.3064 -0.4520 1.0 -0.8 1.4 0.113
C 0.1004 0.4912 1.1499 0.1 -0.4 -0.3 -0.433
F 0.1645 -0.5266 0.2032 -0.4 1.3 1.1 0.098
F -1.1829 0.6668 1.5474 1.7 -0.5 -0.4 0.167
F 0.8929 0.0609 2.1819 -1.2 0.8 -1.3 0.145
H 3.6823 6.6084 4.7040 -0.2 0.6 -0.4 0.069
H 4.9667 7.1636 3.9107 -0.6 0.4 0.0 0.081
H 5.4574 7.1551 1.6294 -0.9 -0.4 0.2 0.104
H 4.7986 5.9809 -0.6095 -0.6 0.0 1.1 0.102
H 2.6600 4.7051 -0.7811 0.1 0.5 1.2 0.113
H -1.8051 6.7822 4.4475 0.2 -0.5 -1.1 0.101
H -3.9765 6.5058 2.9715 1.8 -0.6 -0.2 0.088
H -3.8913 5.1687 0.7841 0.8 0.3 0.7 0.095
H -1.6859 4.2070 -0.0498 0.1 1.0 1.4 0.084
N 2.6933 -3.3186 0.4381 -0.3 -0.5 -0.1 0.162
C 3.9495 -2.8460 0.6504 -0.1 -0.1 0.2 -0.707
N 4.0393 -1.4934 0.5860 0.4 0.5 -0.1 0.164
O 4.9083 -3.5682 0.8791 0.0 0.0 -0.2 0.010
H 1.9065 -2.7247 0.2505 0.0 0.0 0.0 0.084
H 2.5584 -4.3136 0.4759 0.0 0.1 0.0 0.109
H 4.9422 -1.0778 0.7352 -0.1 0.0 0.0 0.111
H 3.2506 -0.9016 0.3985 0.0 0.0 0.0 0.080
N 6.1066 -3.7864 -2.2301 0.0 -0.1 0.1 0.174
C 6.3123 -3.3935 -3.5150 0.4 -0.3 0.3 -0.700
N 5.5066 -2.3648 -3.9277 -0.4 0.3 -0.4 0.129
O 7.1398 -3.9085 -4.2436 -0.1 0.2 -0.1 0.034
H 5.4257 -3.3635 -1.6261 0.1 0.0 0.1 0.066
H 6.6744 -4.5425 -1.8790 -0.1 -0.1 -0.1 0.079
H 5.6217 -2.0397 -4.8718 0.1 0.0 0.1 0.104
H 4.8199 -1.9314 -3.3381 0.1 0.0 0.0 0.090
N -5.2199 4.1877 4.8636 0.4 0.0 0.1 0.162
C -6.1341 4.7966 4.0605 0.1 0.0 0.0 -0.673
N -7.4266 4.4394 4.2971 -0.4 0.0 -0.1 0.150
O -5.8191 5.5992 3.1965 -0.4 -0.1 0.0 0.006
H -5.4655 3.5269 5.5765 0.0 0.0 0.0 0.095
H -4.2519 4.4227 4.7216 -0.1 -0.1 0.0 0.095
H -8.1343 4.8660 3.7258 0.1 0.0 0.1 0.105
H -7.6963 3.7813 5.0038 0.0 0.0 0.0 0.093
N -1.7984 -1.5692 -2.4459 0.0 -0.4 -0.1 0.167
C -2.4614 -0.6501 -3.1976 0.1 -0.1 0.1 -0.690
N -2.0776 0.6422 -2.9825 -0.1 0.3 -0.1 0.161
O -3.3311 -0.9536 -3.9998 -0.1 0.1 0.1 0.013
H -1.0851 -1.3272 -1.7845 -0.1 0.0 0.0 0.071
H -2.0502 -2.5386 -2.5697 -0.1 0.0 0.1 0.090
H -2.5416 1.3558 -3.5160 0.1 0.0 0.1 0.090
H -1.3657 0.9051 -2.3265 -0.1 0.1 0.0 0.074
N -4.5529 4.1559 -2.5600 -0.2 0.0 0.3 0.160
C -3.2678 4.3330 -2.9731 0.0 0.0 0.1 -0.687
N -3.1193 4.4733 -4.3189 0.3 0.0 -0.3 0.154
O -2.3238 4.3631 -2.1995 0.0 -0.1 -0.1 0.015
H -5.3350 4.1294 -3.1870 0.0 0.0 0.0 0.096
H -4.7092 4.0475 -1.5737 0.0 0.0 -0.1 0.100
H -2.1865 4.6064 -4.6680 -0.1 0.0 0.0 0.107
H -3.8866 4.4501 -4.9641 0.0 0.0 0.0 0.096
N -4.6912 -3.9938 0.3735 0.0 0.0 -0.1 0.150
C -4.4781 -3.6105 -0.9134 0.0 0.0 0.1 -0.690
N -5.2429 -2.5638 -1.3285 -0.1 0.3 -0.4 0.159
O -3.6655 -4.1585 -1.6445 0.2 0.0 -0.1 0.003
H -5.3574 -3.5496 0.9827 0.1 -0.3 0.1 0.054
H -4.1469 -4.7624 0.7196 0.0 0.1 0.0 0.095
H -5.1158 -2.2461 -2.2764 0.1 0.0 0.1 0.095
H -5.9130 -2.1043 -0.7412 0.0 0.0 0.0 0.093
N 3.3410 -6.1661 -4.9501 0.1 -0.3 0.2 0.153
C 2.6589 -5.2680 -5.7146 -0.1 -0.1 -0.1 -0.696
N 3.0076 -3.9679 -5.5022 -0.1 0.4 0.0 0.151
O 1.8075 -5.6000 -6.5220 0.0 0.0 0.0 0.018
H 4.0446 -5.9030 -4.2838 0.0 0.0 -0.1 0.091
H 3.1179 -7.1374 -5.0727 0.0 0.1 0.0 0.102
H 2.5318 -3.2690 -6.0442 0.0 -0.1 0.0 0.102
H 3.7078 -3.6858 -4.8395 0.1 0.0 -0.1 0.054
N 6.8543 -7.3135 0.3308 -0.2 0.2 0.2 0.154
C 7.4566 -7.5647 -0.8657 -0.1 0.1 0.0 -0.684
N 8.1957 -8.7085 -0.9005 0.2 -0.3 -0.2 0.148
O 7.3436 -6.8250 -1.8283 0.0 0.1 0.0 0.027
H 6.9409 -7.9146 1.1283 0.0 0.0 0.0 0.092
H 6.2982 -6.4779 0.4019 0.1 -0.1 0.1 0.099
H 8.6575 -8.9320 -1.7644 0.0 0.0 0.1 0.106
H 8.2962 -9.3244 -0.1160 0.0 0.0 0.0 0.091
N -6.4351 -6.3526 2.9061 0.2 -0.2 -0.2 0.160
C -6.7463 -5.0695 3.2324 0.0 -0.1 0.0 -0.670
N -7.7420 -4.9435 4.1509 -0.2 0.3 0.2 0.153
O -6.1777 -4.1066 2.7403 -0.1 0.0 0.2 0.010
H -6.8953 -7.1498 3.3036 0.0 0.0 0.0 0.097
H -5.7051 -6.4925 2.2301 -0.1 0.0 0.0 0.103
H -8.0042 -4.0122 4.4211 0.0 -0.1 0.0 0.106
H -8.2158 -5.7259 4.5615 0.0 0.0 0.0 0.096
```
Forces are in eV/Å.

Output
E_LUMO = 0.23 eV
Total charge = 0
SMILES string = Nc1cccc2c1Sc1ccccc1N2C(F)(F)C(F)(F)C(F)(F)F.NC(N)=O.NC(N)=O.NC(N)=O.NC(N)=O.NC(N)=O.NC(N)=O.NC(N)=O.NC(N)=O.NC(N)=O
Strongest force on any atom = 3.752 eV/A
HOMO = -8.1 eV
Frontier orbital gap = 8.4 eV

---

Entry from the OMol25 dataset: C29H40CoGeN4O2Sb as an isolated structure at a distorted geometry (wB97M-V/def2-TZVPD).

XYZ file:
```
78
Properties=species:S:1:pos:R:3:forces:R:3:lowdin_spin:R:1
Co -0.2804 0.9421 -0.5360 -1.0 0.3 0.4 0.300
O -0.7909 2.6699 3.0044 0.1 0.1 0.1 0.074
C -0.7762 1.9416 2.0392 0.0 -0.3 -0.2 0.029
N 0.1400 1.8957 1.0177 -0.1 0.0 0.2 0.120
C 1.2681 2.6567 0.9639 0.2 0.1 -0.1 0.084
C 1.8385 3.4320 1.9958 -0.1 0.0 -0.1 0.010
C 2.9998 4.1083 1.7390 0.1 0.0 -0.1 0.063
C 3.6246 4.0515 0.4714 0.0 0.0 0.1 0.061
C 3.1013 3.3055 -0.5500 -0.1 -0.1 0.0 0.011
C 1.9110 2.5863 -0.3141 0.1 0.1 0.0 0.083
N 1.2384 1.7983 -1.1977 0.1 -0.6 0.1 0.124
C 1.6735 1.4442 -2.4541 -0.1 -0.1 0.1 0.027
O 2.6774 1.7946 -3.0269 0.1 0.1 -0.1 0.070
C 0.6970 0.4846 -3.0830 0.0 0.2 0.2 -0.002
C 0.8562 0.0452 -4.3788 0.1 0.0 -0.1 0.001
C -0.0825 -0.8271 -4.9059 0.0 0.0 -0.1 -0.002
C -1.1406 -1.2251 -4.1069 0.0 0.0 0.0 0.002
C -1.2212 -0.7462 -2.8126 0.1 0.1 0.0 -0.003
N -0.3227 0.0988 -2.2987 -0.3 -0.3 -0.3 -0.006
C -1.8578 0.9181 1.8146 0.0 0.1 0.0 -0.003
C -2.7490 0.6269 2.8260 -0.1 0.0 0.0 0.002
C -3.7081 -0.3492 2.6089 0.0 0.0 0.1 -0.001
C -3.7344 -0.9939 1.3835 0.0 0.0 0.0 0.002
C -2.8100 -0.6354 0.4183 0.0 0.1 0.0 -0.002
N -1.8882 0.3114 0.6150 0.5 -0.2 -0.1 -0.009
H 1.3632 3.4877 2.9613 0.0 0.0 0.0 -0.001
H 3.4505 4.6978 2.5269 0.0 0.0 0.0 0.003
H 4.5368 4.6098 0.3059 0.0 0.0 0.0 0.002
H 3.5751 3.2505 -1.5167 0.0 0.0 0.0 -0.001
H 1.7146 0.3990 -4.9345 0.0 0.0 0.0 0.000
H 0.0086 -1.1903 -5.9207 0.0 0.0 0.0 0.000
H -1.8991 -1.9041 -4.4709 0.0 0.0 0.0 0.000
H -2.0241 -1.0497 -2.1633 0.0 0.0 0.0 0.000
H -2.6658 1.1685 3.7584 0.0 0.0 0.0 0.000
H -4.4197 -0.6063 3.3831 0.0 0.0 0.0 0.000
H -4.4580 -1.7688 1.1698 0.0 0.0 0.0 0.000
H -2.8084 -1.1285 -0.5409 0.0 0.0 0.1 0.000
C 0.7826 -2.9683 4.8724 0.0 0.0 0.0 0.000
C -0.1295 -3.4432 3.7443 0.1 0.0 0.0 -0.001
C 0.3919 -3.0801 2.3525 0.0 0.1 0.2 -0.004
C 0.5229 -1.5625 2.1515 0.0 0.1 0.0 -0.014
Ge 0.6701 -1.1358 0.2454 0.2 0.2 -0.2 -0.070
C 2.5144 -1.2358 -0.4074 0.0 0.0 0.0 -0.016
C 3.1743 -2.6107 -0.2429 0.0 0.1 0.0 -0.006
C 2.5585 -3.7029 -1.1110 0.0 0.0 0.0 -0.001
C 3.3164 -5.0221 -1.0077 0.0 0.0 0.0 0.000
H 0.4630 -3.3696 5.8342 0.0 0.0 0.0 0.000
H 0.7879 -1.8795 4.9551 0.0 0.0 0.0 0.000
H 1.8119 -3.2948 4.7015 0.0 0.0 0.0 0.000
H -1.1286 -3.0120 3.8702 0.0 0.0 0.0 0.000
H -0.2471 -4.5278 3.8003 0.0 0.0 0.0 0.000
H -0.2772 -3.5072 1.5997 0.0 0.0 0.0 -0.001
H 1.3656 -3.5580 2.2043 0.0 0.0 0.0 0.000
H 1.4088 -1.1669 2.6533 0.0 0.0 0.1 0.000
H -0.3439 -1.0519 2.5848 0.0 -0.1 0.0 0.000
H -0.2433 -2.1707 -0.4663 -0.1 0.1 -0.1 -0.006
H 3.0730 -0.4753 0.1458 0.0 0.0 0.0 0.000
H 2.5243 -0.9323 -1.4581 0.1 0.0 0.0 0.000
H 3.1387 -2.9217 0.8066 0.0 0.0 0.0 0.000
H 4.2358 -2.5184 -0.4917 0.0 0.0 0.0 -0.001
H 2.5449 -3.3618 -2.1526 0.0 0.0 0.0 0.000
H 1.5149 -3.8597 -0.8202 0.0 0.0 0.0 -0.001
H 4.3552 -4.9000 -1.3217 0.0 0.0 0.0 0.000
H 2.8665 -5.7937 -1.6336 0.0 0.0 0.0 0.000
H 3.3216 -5.3884 0.0219 0.0 0.0 0.0 0.000
C -3.7561 1.6863 -2.4361 0.0 0.0 0.0 0.008
Sb -2.2665 2.7810 -1.3570 0.1 -0.1 -0.1 0.045
C -3.5434 3.4891 0.2009 0.1 0.0 0.0 0.008
C -2.2696 4.4975 -2.6239 0.1 0.0 0.1 0.016
H -4.6235 2.3313 -2.5789 0.0 0.0 0.0 0.001
H -4.0628 0.7965 -1.8842 0.0 0.0 0.0 0.000
H -3.3656 1.3903 -3.4103 0.0 0.0 0.0 0.000
H -4.2519 4.1994 -0.2239 0.0 0.0 0.0 0.001
H -2.9641 3.9759 0.9855 0.0 0.0 0.0 0.000
H -4.0884 2.6461 0.6281 0.0 0.0 0.0 0.000
H -3.3033 4.7844 -2.8142 0.0 0.0 0.0 0.002
H -1.7761 4.2538 -3.5638 0.0 0.0 0.0 0.000
H -1.7402 5.3191 -2.1441 0.0 0.0 0.0 0.000
```
Forces are in eV/Å.

Output
E_LUMO (alpha / beta) = -3.38 / -5.08 eV
Total charge = +1
Strongest force on any atom = 1.121 eV/A
Energy relative to the best compared isomer or geometry (same formula, charge and spin) = 0.3739 eV
HOMO (alpha / beta) = -10.3 / -10.6 eV
Spin multiplicity = 2
Frontier orbital gap (alpha / beta) = 7.0 / 5.5 eV